a.
C57H54AsCl2KN8O2SSi as an isolated structure. Source: the OMol25 dataset; level of theory: ωB97M-V/def2-TZVPD.

Results
- Charge: -2
- Orbital gap: 5.4 eV
- HOMO: -1.872 eV

Last column: Löwdin charge in e.
Cartesian coordinates (Å):
K 1.270 -0.958 -0.285  0.55
C -2.382 -0.797 -1.024  -0.13
N -2.828 -1.967 -0.269  -0.03
C -2.686 -3.254 -0.912  -0.14
C -1.300 -3.833 -1.033  -0.31
N -0.209 -3.188 -1.297  0.14
C 0.790 -4.158 -1.391  -0.25
C 2.146 -4.018 -1.682  -0.04
C 2.906 -5.171 -1.691  -0.09
C 2.347 -6.431 -1.440  -0.11
C 0.998 -6.583 -1.177  -0.04
C 0.236 -5.423 -1.165  -0.20
N -1.111 -5.192 -0.951  0.16
C -2.890 0.430 -0.333  -0.33
N -2.196 1.442 0.081  0.21
C -3.111 2.267 0.722  -0.27
C -2.898 3.461 1.406  -0.01
C -4.001 4.088 1.958  -0.09
C -5.286 3.538 1.855  -0.12
C -5.509 2.334 1.207  -0.04
C -4.398 1.712 0.649  -0.23
N -4.235 0.536 -0.052  0.16
H -2.829 -0.857 -2.021  0.12
H -1.306 -0.710 -1.160  0.09
H -2.421 -1.965 0.661  0.09
H -3.105 -3.178 -1.922  0.12
H -3.303 -3.973 -0.364  0.11
H 2.575 -3.045 -1.884  0.07
H 3.968 -5.098 -1.887  0.10
H 2.987 -7.305 -1.444  0.09
H 0.566 -7.556 -0.977  0.10
H -1.793 -5.857 -0.637  0.15
H -1.886 3.826 1.521  0.10
H -3.870 5.018 2.497  0.09
H -6.122 4.059 2.306  0.09
H -6.499 1.900 1.146  0.10
H -4.860 -0.250 -0.080  0.15
C 4.911 -0.410 -0.300  -0.03
C 4.574 -0.337 -1.768  -0.37
C 5.451 0.234 -2.685  -0.09
C 5.035 0.267 -4.017  -0.12
C 3.810 -0.230 -4.384  -0.07
C 2.927 -0.779 -3.397  -0.48
N 3.382 -0.817 -2.103  0.05
N 1.704 -1.229 -3.607  -0.03
Si 0.856 -1.517 -5.027  0.34
C 0.433 -0.001 -6.088  -0.19
C 1.735 -2.725 -6.195  -0.19
C -0.797 -2.301 -4.579  -0.18
H 5.869 -0.908 -0.135  0.07
H 4.144 -0.960 0.244  0.05
H 4.982 0.593 0.129  0.08
H 6.407 0.634 -2.373  0.08
H 5.684 0.698 -4.775  0.09
H 3.489 -0.193 -5.419  0.08
H 1.332 0.503 -6.452  0.01
H -0.138 0.723 -5.500  0.00
H -0.170 -0.284 -6.956  0.02
H 2.690 -2.318 -6.536  0.01
H 1.128 -2.953 -7.076  0.01
H 1.945 -3.660 -5.670  0.02
H -1.400 -1.590 -4.010  0.01
H -0.625 -3.168 -3.938  0.01
H -1.364 -2.614 -5.460  0.02
S 2.241 -3.526 1.739  0.49
C 2.452 -3.601 3.465  -0.79
C 2.914 -4.787 4.073  -0.16
C 3.093 -4.890 5.439  -0.14
C 2.822 -3.807 6.270  -0.14
C 2.363 -2.629 5.698  -0.13
C 2.167 -2.516 4.324  -0.44
As 1.626 -0.858 3.448  1.33
C -0.295 -1.249 3.208  -0.38
C -1.157 -0.174 2.996  -0.09
C -2.532 -0.378 2.942  -0.09
C -3.057 -1.657 3.068  -0.13
C -2.196 -2.739 3.225  -0.12
C -0.823 -2.535 3.297  -0.11
C 1.315 0.265 5.042  -0.39
C 0.308 0.021 5.977  -0.12
C 0.128 0.861 7.065  -0.10
C 0.955 1.966 7.234  -0.12
C 1.951 2.226 6.307  -0.10
C 2.124 1.381 5.216  -0.12
H 3.131 -5.627 3.425  0.08
H 3.452 -5.824 5.861  0.08
H 2.967 -3.877 7.342  0.08
H 2.157 -1.779 6.337  0.08
H -0.752 0.829 2.875  0.08
H -3.189 0.473 2.803  0.10
H -4.130 -1.813 3.025  0.09
H -2.592 -3.745 3.304  0.09
H -0.164 -3.384 3.425  0.08
H -0.346 -0.833 5.841  0.11
H -0.662 0.660 7.780  0.09
H 0.810 2.630 8.079  0.09
H 2.584 3.099 6.419  0.09
H 2.883 1.604 4.475  0.09
Cl -3.260 3.261 -2.359  0.81
C -3.287 4.918 -1.869  -0.56
C -4.483 5.596 -2.039  -0.13
C -4.650 6.889 -1.576  -0.11
C -3.597 7.510 -0.929  -0.14
C -2.397 6.841 -0.790  -0.57
Cl -1.102 7.677 0.033  0.69
C -2.172 5.530 -1.257  -0.29
N -0.971 4.922 -0.998  0.08
C -0.194 4.089 -1.838  -0.21
C -0.418 4.040 -3.208  -0.09
C 0.287 3.151 -4.002  -0.10
C 1.234 2.314 -3.431  -0.07
C 1.513 2.430 -2.079  -0.01
C 0.840 3.336 -1.260  -0.14
C 1.259 3.484 0.177  -0.05
C 0.730 2.380 1.141  -0.69
O 0.147 2.772 2.169  -0.05
O 0.971 1.206 0.788  -0.21
H -5.300 5.069 -2.511  0.10
H -5.596 7.398 -1.699  0.09
H -3.689 8.513 -0.536  0.09
H -0.445 5.364 -0.260  0.07
H -1.165 4.689 -3.649  0.10
H 0.084 3.103 -5.065  0.09
H 1.762 1.580 -4.025  0.08
H 2.259 1.788 -1.618  0.11
H 0.992 4.451 0.604  0.09
H 2.350 3.412 0.208  0.12

b.
C57H54AsCl2KN8O2SSi as an isolated structure. Source: the OMol25 dataset; level of theory: ωB97M-V/def2-TZVPD.

Results
- Charge: -2
- Orbital gap: 5.2 eV
- HOMO: -1.739 eV

Last column: Löwdin charge in e.
Cartesian coordinates (Å):
K 0.241 -0.645 0.970  0.52
C -1.022 0.278 -3.565  -0.17
N -1.660 0.631 -2.334  -0.04
C -2.066 2.001 -2.239  -0.15
C -2.485 2.298 -0.839  -0.32
N -2.181 1.578 0.193  0.18
C -2.751 2.235 1.278  -0.23
C -2.728 1.901 2.629  -0.01
C -3.375 2.753 3.504  -0.09
C -4.028 3.912 3.059  -0.11
C -4.058 4.255 1.718  -0.04
C -3.410 3.393 0.843  -0.22
N -3.232 3.406 -0.529  0.16
C -0.549 -1.137 -3.507  -0.33
N -0.600 -1.893 -2.456  0.20
C 0.030 -3.076 -2.827  -0.21
C 0.288 -4.218 -2.077  0.01
C 0.955 -5.256 -2.698  -0.09
C 1.368 -5.167 -4.034  -0.11
C 1.128 -4.034 -4.791  -0.04
C 0.455 -2.997 -4.158  -0.20
N 0.061 -1.738 -4.579  0.16
H -0.158 0.922 -3.817  0.11
H -1.740 0.389 -4.390  0.12
H -1.187 0.300 -1.507  0.07
H -2.918 2.170 -2.914  0.12
H -1.277 2.719 -2.531  0.12
H -2.227 0.996 2.961  0.02
H -3.374 2.522 4.562  0.10
H -4.517 4.555 3.781  0.09
H -4.558 5.153 1.374  0.09
H -3.518 4.123 -1.170  0.15
H -0.012 -4.269 -1.040  0.11
H 1.181 -6.153 -2.135  0.10
H 1.901 -5.998 -4.480  0.09
H 1.464 -3.958 -5.818  0.10
H 0.282 -1.298 -5.453  0.15
C 2.276 -2.205 3.233  -0.04
C 2.534 -0.756 3.557  -0.40
C 3.360 -0.373 4.604  -0.10
C 3.530 1.003 4.802  -0.13
C 2.902 1.909 3.989  -0.07
C 2.054 1.459 2.917  -0.49
N 1.914 0.110 2.762  0.01
N 1.402 2.237 2.064  -0.03
Si 1.306 3.912 2.001  0.34
C 0.107 4.370 0.618  -0.16
C 0.621 4.737 3.569  -0.19
C 2.941 4.790 1.608  -0.17
H 2.767 -2.869 3.947  0.07
H 2.637 -2.424 2.225  0.07
H 1.202 -2.407 3.259  0.06
H 3.846 -1.108 5.232  0.08
H 4.167 1.359 5.607  0.09
H 3.039 2.973 4.144  0.07
H -0.881 3.953 0.845  0.00
H 0.446 3.938 -0.328  0.00
H 0.007 5.453 0.497  0.02
H -0.227 4.159 3.947  0.01
H 0.273 5.755 3.364  0.01
H 1.370 4.790 4.363  0.01
H 3.346 4.411 0.665  -0.01
H 3.688 4.602 2.385  0.01
H 2.808 5.873 1.519  0.01
S -2.098 -1.456 3.239  0.45
C -3.761 -1.866 2.934  -0.76
C -4.643 -2.102 4.014  -0.15
C -5.959 -2.470 3.823  -0.13
C -6.474 -2.631 2.537  -0.13
C -5.635 -2.396 1.460  -0.15
C -4.313 -1.997 1.641  -0.43
As -3.116 -1.746 0.116  1.32
C -3.116 -3.659 -0.356  -0.37
C -2.443 -4.459 0.571  -0.12
C -2.327 -5.827 0.379  -0.10
C -2.872 -6.422 -0.753  -0.12
C -3.549 -5.637 -1.674  -0.11
C -3.676 -4.266 -1.473  -0.11
C -4.397 -0.993 -1.169  -0.38
C -4.227 -1.175 -2.542  -0.14
C -4.996 -0.474 -3.460  -0.11
C -5.930 0.458 -3.022  -0.12
C -6.086 0.674 -1.660  -0.10
C -5.330 -0.049 -0.745  -0.12
H -4.245 -1.995 5.016  0.08
H -6.594 -2.645 4.686  0.09
H -7.502 -2.936 2.380  0.08
H -6.015 -2.524 0.451  0.09
H -2.016 -4.000 1.460  0.08
H -1.801 -6.428 1.111  0.10
H -2.769 -7.488 -0.914  0.09
H -3.985 -6.091 -2.557  0.09
H -4.228 -3.679 -2.196  0.08
H -3.459 -1.851 -2.900  0.08
H -4.855 -0.643 -4.522  0.09
H -6.525 1.015 -3.737  0.09
H -6.798 1.409 -1.303  0.09
H -5.458 0.135 0.316  0.10
Cl 4.786 0.280 1.219  0.89
C 6.372 0.487 0.590  -0.55
C 7.422 0.665 1.479  -0.10
C 8.715 0.803 1.003  -0.10
C 8.965 0.759 -0.358  -0.14
C 7.903 0.581 -1.232  -0.60
Cl 8.243 0.550 -2.939  0.65
C 6.586 0.444 -0.796  -0.31
N 5.532 0.241 -1.712  0.06
C 4.548 1.237 -1.798  -0.23
C 4.898 2.582 -1.671  -0.03
C 3.941 3.581 -1.751  -0.12
C 2.613 3.253 -1.960  -0.11
C 2.268 1.914 -2.101  -0.03
C 3.205 0.890 -2.042  -0.14
C 2.753 -0.539 -2.224  -0.05
C 3.021 -1.507 -1.034  -0.69
O 4.148 -2.060 -1.019  -0.07
O 2.101 -1.636 -0.204  -0.18
H 7.207 0.683 2.539  0.10
H 9.535 0.938 1.698  0.10
H 9.967 0.861 -0.751  0.09
H 5.142 -0.723 -1.633  0.10
H 5.935 2.839 -1.490  0.11
H 4.236 4.616 -1.627  0.10
H 1.850 4.021 -1.985  0.08
H 1.224 1.644 -2.225  0.09
H 3.242 -0.968 -3.106  0.12
H 1.676 -0.526 -2.397  0.08

a wins, 6.2 kcal/mol ahead of the next structure.

a.
A 8-piece molecular cluster, C5H24N2O8 overall. Source: the OMol25 dataset; level of theory: ωB97M-V/def2-TZVPD.

Results
- SMILES string: N/C=C/C[C@H](N)C=O.O.O.O.O.O.O.O
- Orbital gap: 7.8 eV
- HOMO: -7.911 eV

Last column: Löwdin charge in e.
Cartesian coordinates (Å):
O -3.481 -0.785 0.070  0.03
C -2.394 -1.321 0.090  -0.19
C -1.111 -0.601 -0.537  -0.34
C -0.175 -0.163 0.670  -0.14
C 1.114 -0.906 0.525  -0.11
C 2.085 -0.179 -0.052  -0.23
N 3.373 -0.630 -0.370  0.05
N -1.616 0.423 -1.425  0.05
H -2.293 -2.264 0.633  0.13
H -0.797 -1.487 -1.040  0.06
H -0.704 -0.244 1.602  0.09
H 0.035 0.911 0.639  0.08
H 1.303 -1.887 0.922  0.11
H 1.877 0.834 -0.443  0.09
H 4.131 0.013 -0.314  0.07
H 3.608 -1.589 -0.196  0.08
H -1.132 1.306 -1.392  0.06
H -2.559 0.730 -1.172  0.08
H -1.506 2.259 2.413  -0.02
H -2.935 1.749 2.312  0.03
O -2.327 2.391 1.930  -0.07
H -1.698 0.816 4.120  0.05
H -0.215 1.201 4.554  0.06
O -0.984 1.450 4.038  -0.05
H 1.036 3.316 -1.283  0.07
H 0.928 2.887 0.149  0.03
O 1.506 2.771 -0.619  -0.07
H 0.683 -0.705 -2.673  0.03
H 2.115 -1.032 -2.966  0.06
O 1.233 -1.429 -3.003  -0.05
H 2.587 3.118 1.431  0.03
H 1.702 2.811 2.788  0.04
O 2.258 2.488 2.071  -0.05
H -2.967 -1.987 -2.384  0.04
H -1.525 -1.665 -2.854  0.02
O -2.181 -2.373 -2.783  -0.05
H -0.335 -3.723 -2.110  0.01
H 0.912 -2.844 -1.791  -0.02
O 0.447 -3.661 -1.548  -0.08

b.
A 8-piece molecular cluster, C5H24N2O8 overall. Source: the OMol25 dataset; level of theory: ωB97M-V/def2-TZVPD.

Results
- SMILES string: N/C=C/C[C@H](N)C=O.O.O.O.O.O.O.O
- Orbital gap: 8.2 eV
- HOMO: -8.601 eV

Last column: Löwdin charge in e.
Cartesian coordinates (Å):
O -3.303 1.792 -0.228  0.01
C -2.907 0.686 0.227  -0.12
C -1.642 0.167 -0.361  -0.34
C -1.037 -0.932 0.463  -0.20
C 0.070 -1.584 -0.202  -0.18
C 1.302 -1.040 -0.296  -0.23
N 2.452 -1.706 -0.761  0.10
N -0.681 1.274 -0.661  0.07
H -3.521 0.134 0.910  0.13
H -1.897 -0.127 -1.306  0.11
H -1.783 -1.627 0.888  0.13
H -0.599 -0.550 1.528  0.12
H -0.070 -2.585 -0.729  0.15
H 1.553 0.020 -0.144  0.11
H 3.218 -1.233 -1.159  0.07
H 2.482 -2.655 -0.866  0.06
H -0.238 1.616 0.229  0.09
H -1.127 2.173 -0.806  0.08
H -1.092 0.928 3.773  0.04
H -0.125 1.354 2.635  0.08
O -1.092 0.899 2.824  -0.11
H 1.193 -2.690 2.231  -0.04
H -0.163 -3.148 1.396  0.08
O 0.636 -3.403 2.034  -0.08
H 2.266 1.862 2.735  0.00
H 1.880 3.218 2.474  0.13
O 1.484 2.271 2.466  -0.06
H 1.043 1.255 -1.866  -0.02
H 2.015 0.407 -2.643  0.03
O 1.674 1.337 -2.611  -0.09
H 2.181 -0.130 2.163  0.06
H 0.737 -0.088 2.019  0.01
O 1.404 -0.464 2.696  -0.09
H -2.725 1.818 -2.134  -0.03
H -1.886 1.501 -3.375  0.07
O -2.829 1.778 -3.101  -0.09
H 0.491 -0.519 -4.200  0.00
H 0.358 -0.852 -2.673  -0.03
O 0.280 -1.156 -3.567  -0.02

a wins, 39.1 kcal/mol ahead of the next structure.